14 unconnected molecules or ions with the total composition C60H144B4F16N10O10. Source: the OMol25 dataset; level of theory: ωB97M-V/def2-TZVPD.

- Molar mass: 1513.09 g/mol
- HOMO energy: -18.0 eV
- F_max: 6.93 eV Å⁻¹
- Kohn-Sham gap: 7.3125 eV

```
! RIJCOSX wB97M-V def2-TZVPD def2/J DEFGRID3
* xyz 6 1
C -0.092 0.530 -6.540
C -0.253 -0.336 -5.291
C 0.350 -1.703 -5.487
O -0.582 -2.339 -6.327
C -0.077 -2.922 -7.516
N 0.511 0.362 -4.161
H 0.297 1.401 -4.072
H 0.318 -0.021 -3.194
H 1.519 0.340 -4.399
H -0.249 1.572 -6.290
H -0.762 0.185 -7.308
H 0.932 0.400 -6.836
H -1.235 -0.327 -4.936
H 0.288 -2.254 -4.497
H 1.319 -1.745 -5.910
H -0.875 -2.963 -8.250
H 0.318 -3.970 -7.390
H 0.702 -2.347 -7.932
C 5.080 5.092 -6.504
C 6.327 4.366 -6.954
C 7.445 5.371 -7.309
O 7.924 5.898 -6.079
C 8.671 7.118 -6.235
N 6.874 3.483 -5.854
H 7.487 4.123 -5.347
H 6.108 2.997 -5.363
H 7.475 2.801 -6.301
H 4.466 5.317 -7.385
H 5.258 6.031 -6.020
H 4.499 4.534 -5.757
H 6.063 3.752 -7.793
H 6.967 6.185 -7.844
H 8.278 4.933 -7.908
H 8.066 7.940 -6.661
H 9.647 7.017 -6.825
H 8.908 7.386 -5.228
C 5.956 -3.507 -7.707
C 5.703 -3.374 -6.176
C 5.848 -4.712 -5.455
O 5.865 -4.423 -4.116
C 6.028 -5.580 -3.344
N 6.707 -2.435 -5.526
H 6.310 -1.463 -5.494
H 6.737 -2.860 -4.611
H 7.616 -2.499 -6.000
H 6.016 -2.531 -8.192
H 5.078 -4.039 -8.128
H 6.865 -4.141 -7.899
H 4.758 -2.974 -5.934
H 6.701 -5.313 -5.711
H 5.010 -5.332 -5.741
H 7.065 -6.013 -3.520
H 5.371 -6.351 -3.721
H 5.760 -5.372 -2.305
C -14.071 2.612 -1.298
C -14.414 1.854 -2.583
C -13.716 0.600 -2.904
O -12.323 0.787 -2.993
C -11.715 -0.337 -3.531
N -15.902 1.455 -2.546
H -16.512 2.252 -2.465
H -16.145 0.819 -3.389
H -16.108 0.821 -1.761
H -14.448 3.629 -1.279
H -13.054 2.685 -1.025
H -14.628 2.087 -0.499
H -14.234 2.553 -3.379
H -14.015 0.222 -3.889
H -13.818 -0.280 -2.210
H -11.697 -0.388 -4.597
H -12.215 -1.252 -3.154
H -10.730 -0.358 -3.102
C -2.217 2.393 1.209
C -0.825 1.720 1.466
C -0.612 0.394 0.773
O 0.722 0.040 0.934
C 1.001 -1.376 0.910
N 0.250 2.653 0.912
H 0.619 3.246 1.671
H 1.028 2.071 0.535
H -0.164 3.319 0.295
H -2.266 2.772 0.159
H -2.477 3.156 1.947
H -3.042 1.662 1.315
H -0.677 1.704 2.568
H -0.900 0.377 -0.271
H -1.249 -0.246 1.359
H 2.073 -1.360 0.833
H 0.588 -1.752 -0.022
H 0.609 -1.919 1.735
C 2.810 8.987 7.595
C 3.085 7.450 7.665
C 1.816 6.638 7.780
O 2.170 5.321 7.502
C 1.094 4.458 7.557
N 3.643 6.963 6.348
H 3.850 5.955 6.543
H 2.977 6.916 5.590
H 4.543 7.385 6.127
H 2.580 9.403 8.601
H 1.934 9.306 7.033
H 3.671 9.517 7.092
H 3.804 7.063 8.412
H 1.019 7.069 7.091
H 1.488 6.740 8.797
H 0.757 4.268 8.595
H 1.384 3.460 7.220
H 0.228 4.825 6.968
C 0.000 7.422 -0.446
C -1.221 7.871 -1.308
C -0.988 7.726 -2.811
C -2.174 7.700 -3.726
C -2.966 6.502 -3.276
C -3.585 6.681 -1.968
N -2.383 6.929 -1.085
O -2.240 6.323 -0.082
C -4.233 5.361 -1.583
C -4.541 7.808 -1.780
C -1.731 9.219 -0.852
H 0.361 6.419 -0.737
H -0.110 7.656 0.600
H 0.751 8.090 -0.844
H -0.418 6.723 -3.076
H -0.358 8.612 -3.058
H -1.773 7.651 -4.696
H -2.806 8.606 -3.680
H -2.399 5.557 -3.304
H -3.838 6.364 -3.893
H -3.526 4.546 -1.634
H -5.005 5.212 -2.290
H -4.709 5.336 -0.587
H -5.421 7.484 -2.412
H -4.261 8.799 -2.058
H -4.940 7.818 -0.709
H -2.417 9.135 0.016
H -2.179 9.855 -1.617
H -0.832 9.831 -0.576
C -6.882 -9.795 2.715
C -5.647 -10.360 1.961
C -4.791 -9.239 1.316
C -4.142 -8.383 2.356
C -3.149 -9.260 3.135
C -3.806 -10.383 3.895
N -4.752 -11.092 2.929
O -4.910 -12.191 3.041
C -4.624 -9.932 5.107
C -2.749 -11.350 4.315
C -6.218 -11.383 0.956
H -7.313 -10.648 3.371
H -7.706 -9.519 2.057
H -6.739 -8.947 3.366
H -5.591 -8.762 0.742
H -3.993 -9.719 0.682
H -4.808 -7.830 3.005
H -3.546 -7.571 1.979
H -2.711 -8.635 3.907
H -2.374 -9.585 2.428
H -5.339 -10.735 5.294
H -5.088 -8.947 5.005
H -4.046 -9.924 6.007
H -2.109 -11.610 3.447
H -3.132 -12.273 4.692
H -2.099 -10.879 5.018
H -6.499 -10.823 0.073
H -7.042 -11.909 1.316
H -5.497 -12.140 0.678
C -2.423 -5.223 8.030
C -1.840 -5.293 6.637
C -0.760 -4.284 6.521
C 0.571 -4.715 7.075
C 1.082 -5.979 6.344
C 0.133 -7.187 6.435
N -1.300 -6.728 6.376
O -2.091 -7.547 6.162
C 0.144 -7.788 7.860
C 0.432 -8.074 5.297
C -2.953 -5.077 5.521
H -3.175 -4.458 7.939
H -1.615 -5.104 8.849
H -3.020 -6.173 8.136
H -1.152 -3.437 7.019
H -0.591 -4.090 5.402
H 0.415 -4.899 8.135
H 1.296 -3.862 7.034
H 2.009 -6.309 6.771
H 1.164 -5.658 5.317
H 0.123 -7.140 8.751
H 0.952 -8.522 7.857
H -0.753 -8.454 7.964
H 1.466 -8.437 5.311
H 0.267 -7.604 4.272
H -0.231 -8.968 5.368
H -3.137 -4.021 5.546
H -3.875 -5.591 5.850
H -2.670 -5.353 4.535
C 5.180 0.093 0.678
C 5.970 1.319 0.647
C 6.952 1.316 -0.598
C 7.532 2.656 -0.768
C 6.547 3.664 -1.185
C 5.382 3.911 -0.255
N 4.925 2.439 0.310
O 3.768 2.290 0.522
C 4.118 4.477 -0.894
C 5.733 4.645 1.018
C 6.690 1.620 1.964
H 5.754 -0.788 0.893
H 4.814 -0.032 -0.312
H 4.392 0.118 1.404
H 6.286 0.990 -1.429
H 7.651 0.481 -0.431
H 8.159 2.552 -1.634
H 8.240 2.996 0.044
H 6.147 3.340 -2.152
H 7.084 4.620 -1.157
H 4.497 5.312 -1.490
H 3.313 4.726 -0.239
H 3.710 3.840 -1.680
H 5.883 5.683 0.676
H 6.734 4.342 1.375
H 4.964 4.524 1.730
H 6.594 0.649 2.441
H 6.235 2.344 2.647
H 7.639 1.965 1.751
B -0.029 3.138 -2.352
F 0.875 4.081 -1.910
F -0.107 2.990 -3.814
F 0.421 1.929 -1.858
F -1.373 3.360 -1.860
B 4.752 0.424 -4.871
F 4.670 1.846 -5.068
F 5.400 -0.193 -5.954
F 5.535 0.140 -3.770
F 3.488 -0.045 -4.683
B 2.502 3.918 3.288
F 1.304 3.415 3.670
F 2.378 4.731 2.099
F 3.012 4.809 4.267
F 3.320 2.867 2.982
B -0.201 -4.512 2.311
F -0.999 -3.960 1.210
F 0.926 -5.109 1.732
F 0.037 -3.447 3.200
F -0.955 -5.540 2.914
*
```

---

A molecular structure, C44H86Br2ClF3IN2O15S8. Source: the OMol25 dataset; level of theory: ωB97M-V/def2-TZVPD.

- Molar mass: 1518.87 g/mol
- HOMO energy: -10.1 eV
- F_max: 2.58 eV Å⁻¹
- Kohn-Sham gap: 5.2038 eV

```
! RIJCOSX wB97M-V def2-TZVPD def2/J DEFGRID3
* xyz 1 1
C 2.336 -2.367 1.528
C 2.478 -2.733 0.251
C 3.397 -2.000 -0.655
O 3.766 -0.876 -0.413
O 3.888 -2.651 -1.742
C 2.902 -3.294 -2.548
C 2.181 -2.323 -3.471
C 1.141 -3.073 -4.318
C -0.316 -2.777 -3.942
C -0.566 -2.929 -2.438
C -2.067 -2.872 -2.103
C -2.459 -2.624 -0.618
C -1.537 -3.560 0.158
O -1.892 -3.826 1.521
C -1.849 -5.157 1.873
C -0.574 -5.671 2.473
O -2.808 -5.858 1.742
C -2.390 -1.088 -0.289
C -1.053 -0.412 0.069
C -0.653 0.799 -0.775
C 0.729 1.299 -0.282
Cl -0.521 0.417 -2.517
N -3.620 -0.769 0.523
I -3.806 1.370 0.545
C -3.240 -1.095 1.959
C -4.293 -1.097 3.053
O -4.857 -0.149 3.471
Br -4.583 -2.843 3.875
C -4.793 -1.512 -0.165
C -5.138 -0.729 -1.408
C -6.329 -0.718 -2.053
C -6.070 -1.727 0.684
Br -7.294 -3.073 -0.045
C -6.930 -0.484 1.006
C -7.570 -0.534 2.409
C -4.026 -2.848 -0.518
F -4.217 -3.525 0.701
N -4.619 -3.809 -1.438
C -4.567 -5.189 -1.078
O -5.415 -5.828 -0.618
F -3.390 -5.716 -1.398
C -5.235 -3.536 -2.647
O -6.197 -4.092 -3.049
F -4.628 -2.630 -3.413
H 2.343 -1.317 1.798
H 2.249 -3.083 2.335
H 1.894 -3.569 -0.108
H 3.419 -4.041 -3.147
H 2.182 -3.848 -1.948
H 1.749 -1.520 -2.877
H 2.942 -1.871 -4.106
H 1.353 -4.141 -4.264
H 1.277 -2.775 -5.356
H -0.646 -1.804 -4.304
H -0.943 -3.523 -4.437
H 0.071 -2.240 -1.893
H -0.217 -3.937 -2.198
H -2.538 -2.142 -2.758
H -2.427 -3.846 -2.414
H -1.463 -4.501 -0.385
H -0.524 -3.163 0.181
H 0.215 -4.927 2.505
H -0.822 -5.911 3.508
H -0.283 -6.601 1.998
H -2.516 -0.699 -1.298
H -0.282 -1.163 -0.095
H -0.914 -0.116 1.107
H -1.312 1.652 -0.688
H 1.494 0.908 -0.944
H 0.953 0.932 0.716
H 0.749 2.384 -0.288
H -2.605 -0.282 2.304
H -2.633 -1.992 2.043
H -4.347 -0.219 -1.955
H -7.274 -0.428 -1.618
H -6.371 -0.923 -3.118
H -5.862 -2.193 1.634
H -7.774 -0.498 0.325
H -6.439 0.470 0.850
H -8.638 -0.713 2.346
H -7.154 -1.325 3.029
H -7.393 0.395 2.938
C 1.376 6.010 1.011
S 0.643 4.642 1.905
O -0.517 4.162 1.091
C -0.031 5.629 3.239
H 1.824 5.620 0.097
H 0.597 6.728 0.758
H 2.144 6.481 1.625
H -0.707 6.381 2.829
H 0.780 6.101 3.789
H -0.577 4.971 3.908
C 2.063 5.022 -4.477
S 1.269 3.928 -3.300
O 2.040 4.048 -2.030
C 1.785 2.408 -4.103
H 1.935 6.042 -4.129
H 3.128 4.791 -4.522
H 1.606 4.899 -5.458
H 2.873 2.383 -4.182
H 1.332 2.356 -5.094
H 1.442 1.572 -3.498
C 6.349 -4.158 3.101
S 5.709 -4.684 1.513
O 4.225 -4.514 1.567
C 6.045 -6.436 1.722
H 6.194 -3.089 3.196
H 5.816 -4.675 3.900
H 7.415 -4.380 3.150
H 5.531 -6.803 2.611
H 7.120 -6.589 1.812
H 5.675 -6.959 0.842
C 0.078 2.566 6.771
S -0.095 4.353 6.875
O 1.051 4.946 6.139
C 0.281 4.478 8.626
H -0.078 2.276 5.733
H 1.080 2.276 7.087
H -0.675 2.092 7.401
H 1.269 4.060 8.817
H -0.477 3.945 9.198
H 0.269 5.531 8.895
C 9.072 -0.932 4.618
S 7.903 -2.005 5.458
O 6.561 -1.716 4.885
C 7.970 -1.160 7.039
H 9.146 -1.261 3.584
H 8.713 0.096 4.652
H 10.047 -1.013 5.098
H 7.685 -0.117 6.906
H 8.978 -1.232 7.446
H 7.270 -1.651 7.711
C 2.176 9.644 -3.282
S 1.344 8.292 -2.447
O 0.166 7.914 -3.274
C 0.744 9.266 -1.064
H 2.598 9.257 -4.207
H 1.458 10.432 -3.504
H 2.978 10.019 -2.645
H 0.122 10.081 -1.435
H 1.594 9.657 -0.504
H 0.153 8.614 -0.426
C 4.530 5.712 -1.609
S 4.957 6.892 -0.337
O 5.136 8.215 -0.995
C 6.597 6.244 0.007
H 3.543 5.972 -1.979
H 5.256 5.759 -2.422
H 4.498 4.709 -1.183
H 7.197 6.269 -0.903
H 6.510 5.224 0.381
H 7.054 6.875 0.766
C -7.287 -3.344 -6.287
S -6.455 -4.748 -7.041
O -6.228 -4.409 -8.467
C -7.865 -5.858 -6.973
H -6.587 -2.510 -6.268
H -8.162 -3.072 -6.877
H -7.576 -3.600 -5.268
H -8.701 -5.421 -7.518
H -8.137 -6.034 -5.932
H -7.573 -6.797 -7.438
*
```

---

A molecular structure, C16H30Cl4F12N2O12S2. Source: the OMol25 dataset; level of theory: ωB97M-V/def2-TZVPD.

- Molar mass: 876.34 g/mol
- HOMO energy: -0.7 eV
- F_max: 8.72 eV Å⁻¹
- Relative energy (zero: lowest compared OMol25 entry of this formula, charge and spin): 1.454 eV
- Kohn-Sham gap: 4.3513 eV

```
! RIJCOSX wB97M-V def2-TZVPD def2/J DEFGRID3
* xyz -2 1
N 11.036 -6.968 -15.869
H 11.091 -7.980 -15.692
H 10.823 -6.551 -14.970
H 10.290 -6.680 -16.529
H 11.913 -6.559 -16.236
N 14.284 -7.964 -18.085
H 14.736 -8.334 -17.242
H 13.922 -7.031 -17.820
H 13.410 -8.460 -18.299
H 14.860 -7.921 -18.915
C 10.275 -11.220 -18.532
F 9.400 -11.893 -17.787
F 11.439 -11.887 -18.566
F 9.788 -11.122 -19.774
S 10.438 -9.442 -17.756
O 11.689 -8.861 -18.256
O 9.207 -8.790 -18.148
O 10.581 -9.589 -16.313
C 15.445 -10.220 -13.457
F 15.188 -11.385 -14.008
F 15.241 -10.312 -12.156
F 16.733 -9.896 -13.715
S 14.330 -8.879 -14.233
O 14.837 -7.570 -13.809
O 14.428 -9.134 -15.654
O 12.955 -9.101 -13.738
O 9.709 -5.757 -16.874
C 10.470 -5.261 -17.968
C 11.990 -4.940 -17.731
O 12.943 -5.808 -17.164
H 9.982 -4.286 -18.099
H 10.377 -5.920 -18.843
H 12.035 -4.054 -17.079
H 12.331 -4.433 -18.654
C 13.012 -10.427 -21.529
C 11.728 -9.660 -21.664
O 11.855 -8.427 -22.315
C 12.550 -7.429 -21.763
O 13.194 -7.538 -20.743
C 12.427 -6.122 -22.524
F 11.329 -5.455 -22.219
F 13.531 -5.391 -22.314
F 12.359 -6.296 -23.872
H 13.451 -10.508 -22.528
H 12.836 -11.475 -21.284
H 13.707 -9.971 -20.830
H 11.281 -9.522 -20.679
H 11.012 -10.214 -22.272
C 19.068 -8.920 -20.835
C 18.005 -8.966 -19.751
O 18.317 -8.164 -18.604
C 17.724 -8.397 -17.433
O 16.963 -9.304 -17.255
C 17.842 -7.194 -16.465
F 18.350 -6.115 -17.055
F 16.640 -6.846 -16.013
F 18.562 -7.577 -15.410
H 19.225 -7.924 -21.247
H 18.787 -9.624 -21.621
H 20.040 -9.350 -20.585
H 17.819 -10.007 -19.481
H 17.042 -8.664 -20.165
Cl 16.667 -14.337 -16.098
C 16.324 -12.830 -17.019
C 14.880 -12.830 -17.536
Cl 14.413 -11.211 -18.160
H 17.145 -12.656 -17.712
H 16.451 -12.003 -16.321
H 14.157 -12.975 -16.736
H 14.647 -13.495 -18.365
Cl 17.915 -3.109 -19.615
C 16.387 -3.360 -20.553
C 15.601 -4.553 -20.075
Cl 16.423 -6.072 -20.492
H 16.707 -3.490 -21.585
H 15.853 -2.413 -20.497
H 14.589 -4.622 -20.472
H 15.407 -4.589 -19.002
*
```